Entry from the Open Molecules 2025 dataset: C47H44BrN3O2OsP2S as an isolated structure (ωB97M-V/def2-TZVPD).

```
101
Properties=species:S:1:pos:R:3:forces:R:3:mulliken_spin:R:1
Os 0.98916 -0.36410 0.83902 0.17 -0.47 -0.40 1.991
C -7.57294 -0.08585 0.11684 -0.02 -0.05 0.04 -0.026
S -6.14227 0.52562 0.96610 0.04 0.08 -0.03 0.863
C -5.22136 -0.95043 1.37459 0.04 0.02 0.05 -0.046
C -3.71464 -0.70198 1.28977 -0.02 -0.02 0.00 0.044
C -3.26607 -0.48132 -0.15861 -0.08 0.04 -0.16 0.046
N -1.83909 -0.26343 -0.31761 0.22 -0.04 0.30 0.009
P -0.86301 1.03402 0.29873 -0.04 0.08 0.01 0.068
C -1.98820 2.09140 1.24033 -0.05 0.02 0.03 -0.012
C -1.85965 2.27054 2.61019 -0.07 -0.04 -0.03 0.012
C -2.75414 3.08022 3.30098 0.00 -0.01 0.01 0.002
C -3.77908 3.71740 2.61863 -0.01 0.00 -0.05 -0.001
C -3.89774 3.56759 1.23784 0.01 0.00 0.05 0.001
C -3.00063 2.76678 0.54949 0.01 0.01 -0.03 0.009
C -0.43248 2.12291 -1.07977 0.00 0.08 -0.03 -0.010
C 0.01386 3.41190 -0.77124 -0.05 0.03 -0.05 0.022
C 0.47523 4.24378 -1.77806 -0.01 -0.01 0.02 -0.003
C 0.48681 3.80461 -3.09630 0.01 0.00 0.01 0.006
C 0.03450 2.53126 -3.40710 -0.01 -0.01 -0.02 0.006
C -0.41808 1.68821 -2.40179 0.06 -0.01 0.05 0.013
P -0.69599 -1.52684 -0.52604 -0.19 0.03 0.10 0.331
C -1.31398 -2.99314 0.34641 0.05 -0.01 0.07 -0.102
C -2.03919 -3.98943 -0.30939 -0.03 0.01 0.03 -0.005
C -2.51968 -5.08122 0.40166 -0.01 0.00 0.00 -0.001
C -2.27728 -5.18819 1.76472 0.00 0.01 -0.01 0.004
C -1.55085 -4.20287 2.42396 0.01 0.03 0.00 0.031
C -1.06619 -3.11190 1.71888 -0.03 -0.07 -0.07 0.133
C -0.83476 -2.00089 -2.27237 0.15 -0.02 0.00 0.004
C 0.05651 -2.92540 -2.81619 -0.06 -0.03 -0.04 0.007
C -0.07641 -3.33974 -4.13295 0.03 0.00 0.03 -0.002
C -1.10508 -2.84078 -4.91873 -0.05 0.05 0.02 0.004
C -2.00041 -1.92368 -4.38324 0.04 -0.05 -0.06 0.000
C -1.86616 -1.50594 -3.06807 0.01 0.10 -0.01 0.017
H -8.18333 0.76402 -0.17806 0.00 0.00 0.00 -0.003
H -8.12824 -0.73758 0.79869 0.00 0.00 -0.02 0.043
H -7.25348 -0.66710 -0.75109 -0.02 0.02 0.00 0.037
H -5.57592 -1.77822 0.75803 0.02 0.03 -0.01 -0.003
H -5.50330 -1.14817 2.41866 -0.02 -0.06 -0.02 0.064
H -3.21867 -1.58408 1.69718 -0.01 0.00 0.02 0.006
H -3.44579 0.14633 1.92073 0.01 0.01 -0.02 -0.008
H -3.81724 0.36208 -0.59723 0.01 0.02 0.02 -0.023
H -3.53766 -1.36695 -0.74099 0.00 0.01 -0.03 -0.009
H -1.04858 1.78974 3.12800 0.00 -0.05 0.05 -0.010
H -2.63804 3.22645 4.36711 0.00 -0.01 -0.02 0.000
H -4.46643 4.36110 3.15331 0.02 -0.02 -0.01 0.000
H -4.66515 4.10953 0.69808 0.02 -0.02 0.01 0.000
H -3.05241 2.70329 -0.53259 -0.02 0.00 0.02 0.000
H 0.01496 3.75881 0.25442 0.00 -0.01 -0.03 0.002
H 0.82840 5.23685 -1.53219 0.00 -0.01 -0.01 0.000
H 0.84883 4.45730 -3.87977 -0.01 -0.01 0.01 0.000
H 0.03737 2.18702 -4.43321 0.00 0.01 0.01 0.000
H -0.75248 0.69435 -2.65830 0.00 -0.05 0.00 -0.019
H -2.21850 -3.92486 -1.37534 0.01 -0.01 0.00 0.002
H -3.07065 -5.85691 -0.11471 0.01 0.01 0.01 0.000
H -2.64097 -6.04832 2.31223 0.00 0.01 -0.01 0.000
H -1.34570 -4.29216 3.48347 -0.01 0.00 -0.03 0.001
H -0.48832 -2.35421 2.23734 0.01 0.02 0.02 0.009
H 0.85650 -3.34071 -2.22101 0.00 -0.02 0.01 -0.006
H 0.62702 -4.05267 -4.54282 -0.01 0.01 0.00 0.000
H -1.20683 -3.16229 -5.94670 0.00 0.00 0.01 0.000
H -2.80062 -1.52628 -4.99364 0.00 -0.01 0.00 0.000
H -2.55245 -0.76655 -2.67579 0.01 -0.01 -0.02 0.000
C 2.81756 -2.77303 -0.10101 -0.01 0.05 0.04 0.040
N 2.24704 -2.01201 1.01942 -0.03 0.04 -0.01 -0.057
C 2.59716 -2.31965 2.24173 -0.01 -0.06 -0.09 0.028
C 2.07784 -1.54603 3.27971 -0.13 0.02 -0.14 -0.025
C 2.24484 -1.52744 4.66209 0.02 0.04 0.15 0.113
C 1.51343 -0.43362 5.12716 0.07 -0.06 0.06 -0.014
C 0.93554 0.16762 4.01581 0.03 -0.04 -0.18 0.102
N 1.24961 -0.50440 2.88314 0.04 0.16 0.29 -0.098
C 3.78182 -1.96472 -0.93103 -0.02 0.02 -0.01 0.030
C 5.10764 -1.84326 -0.53214 0.04 0.03 -0.02 -0.004
C 6.00131 -1.09479 -1.28477 -0.01 -0.03 0.03 0.001
C 5.57270 -0.46330 -2.44491 -0.03 -0.01 -0.01 0.000
C 4.24824 -0.57447 -2.84458 -0.02 -0.01 0.01 0.017
C 3.35765 -1.32370 -2.08814 0.05 0.02 -0.02 0.010
H 1.99215 -3.11267 -0.72228 -0.03 -0.03 0.01 0.001
H 3.30896 -3.66387 0.29517 0.03 0.00 0.03 -0.007
H 3.27880 -3.14494 2.42751 0.00 0.00 -0.02 -0.012
H 2.84255 -2.21092 5.24489 -0.02 0.01 -0.02 0.001
H 1.43087 -0.09521 6.14721 -0.01 0.00 -0.03 0.001
H 0.35982 1.07197 3.99005 0.00 0.06 0.00 0.022
H 5.45147 -2.34691 0.36514 0.00 0.01 -0.01 -0.001
H 7.03459 -1.01504 -0.97307 -0.01 0.00 0.00 0.000
H 6.27247 0.10925 -3.03994 0.00 0.00 0.00 0.000
H 3.91057 -0.08247 -3.74821 0.01 -0.01 0.02 0.000
H 2.32295 -1.40276 -2.40389 -0.01 0.00 -0.01 -0.036
Br 6.76931 6.08109 -0.72571 -0.01 -0.01 0.00 0.001
C 5.46082 4.79575 -0.29153 0.05 0.03 -0.02 0.004
C 4.38538 5.16432 0.50358 -0.09 0.00 0.06 -0.001
C 3.42621 4.21696 0.81896 0.03 0.06 0.03 0.002
C 3.54295 2.91693 0.33714 -0.05 -0.03 0.01 0.016
C 4.62834 2.56058 -0.45670 0.04 -0.01 -0.05 0.019
C 5.59421 3.50183 -0.77206 -0.01 -0.09 -0.02 -0.003
C 2.49530 1.92562 0.65996 -0.02 0.15 0.07 0.091
O 1.55101 2.17500 1.42948 0.08 0.02 -0.08 0.106
O 2.57909 0.76182 0.08733 -0.13 0.03 0.12 0.159
H 4.30776 6.17801 0.87169 0.00 -0.02 0.00 0.000
H 2.58377 4.47566 1.44744 0.01 0.00 -0.01 0.003
H 4.70970 1.54552 -0.82459 0.00 0.04 0.01 -0.009
H 6.44557 3.23833 -1.38453 -0.01 0.00 0.01 0.000
```
Forces are in eV/Å.

Values from the calculation:
- energy relative to the best compared isomer or geometry (same formula, charge and spin) (kJ/mol) = 107.3
- spin multiplicity = 5
- charge = +2
- Kohn-Sham gap (spin up / spin down) (eV) = 7.6 / 2.6
- F_max (eV/Å) = 0.6